Record 1
Below is 2 unconnected molecules or ions with the total composition C4H13N2O in a non-equilibrium geometry, with properties calculated with the ωB97M-V functional and the def2-TZVPD basis.

Geometry as XYZ:
```
20
Properties=species:S:1:pos:R:3:nbo_charge:R:1
C -0.09 0.82 -2.02 -0.0838
O 0.14 -0.40 -1.23 -0.7671
C 0.78 2.01 -1.66 -0.6588
H 0.07 0.57 -3.07 0.2238
H -1.15 1.02 -1.84 0.1939
H 1.08 -0.62 -1.29 0.4921
H 1.82 1.69 -1.69 0.2259
H 0.66 2.78 -2.43 0.2830
H 0.57 2.46 -0.69 0.1808
C -1.00 -1.59 1.39 0.1621
C -0.29 -0.62 2.09 0.1075
N 0.08 0.59 1.37 -0.7583
N -0.72 -2.89 1.41 -0.5211
H -1.77 -1.34 0.67 0.2789
H 0.03 -0.66 3.13 0.2819
H 0.23 0.39 0.34 0.4877
H -0.64 1.33 1.44 0.4809
H 0.94 1.01 1.73 0.4805
H 0.16 -3.19 1.84 0.4430
H -0.89 -3.37 0.52 0.4670
```

As for the HOMO-LUMO gap (spin up / spin down): 0.334 / 0.249 Eh. The expectation value of S² is 0.768. Its energy above the lowest of the compared OMol25 structures with the same formula, charge and spin is 2.585 eV. As for the net charge: +2. The spin multiplicity is 2.

***

Record 2
Below is C2H4N2O2 in the gas phase in a non-equilibrium geometry, with properties calculated with the ωB97M-V functional and the def2-TZVPD basis.

Geometry as XYZ:
```
10
Properties=species:S:1:pos:R:3:nbo_charge:R:1
N 0.22 0.40 -1.42 -0.8338
C 0.67 0.65 -0.15 0.7781
O 1.43 1.56 0.11 -0.6248
N 0.25 -0.21 0.87 -0.6753
C -0.80 -1.13 0.79 0.5534
O -1.59 -1.20 -0.11 -0.5653
H -0.66 -0.09 -1.47 0.4166
H 0.39 1.14 -2.07 0.4048
H 0.45 0.17 1.78 0.4213
H -0.73 -1.79 1.66 0.1248
```

The SMILES is NC(=O)NC=O. As for the HOMO-LUMO gap: 0.407 Eh. Its energy above the lowest of the compared OMol25 structures with the same formula, charge and spin is 0.263 eV. As for the net charge: 0. The spin multiplicity is 1.

***

Record 3
Below is a gas-phase ion, C5H4NO6S (charge -1) in a non-equilibrium geometry, with properties calculated with the ωB97M-V functional and the def2-TZVPD basis.

Geometry as XYZ:
```
17
Properties=species:S:1:pos:R:3:nbo_charge:R:1
O 3.48 1.64 -0.56 -0.4437
N 3.15 1.43 0.63 0.7144
O 2.61 2.26 1.28 -0.4004
O 3.49 0.30 1.12 -0.5161
S 3.17 -1.00 -0.20 2.2876
O 4.36 -1.05 -1.00 -0.9221
O 2.81 -2.07 0.67 -0.9219
C 2.00 -0.32 -1.09 -0.8729
C 0.68 -0.04 -0.62 0.3379
C 0.31 0.08 0.74 -0.4144
C -1.13 0.25 0.71 -0.2781
C -1.54 0.27 -0.57 -0.0186
O -0.39 0.11 -1.43 -0.4489
H 2.08 -0.21 -2.26 0.2616
H 0.82 -0.15 1.67 0.2358
H -1.83 0.37 1.55 0.2098
H -2.44 0.59 -1.11 0.1898
```

The SMILES is O=[N+]([O-])O[S@@](=O)([O-])=Cc1ccco1. As for the HOMO-LUMO gap: 0.257 Eh. Its energy above the lowest of the compared OMol25 structures with the same formula, charge and spin is 7.068 eV. As for the net charge: -1. The spin multiplicity is 1.

***

Record 4
Below is a molecular structure, C6H10N in a non-equilibrium geometry, with properties calculated with the ωB97M-V functional and the def2-TZVPD basis.

Geometry as XYZ:
```
17
Properties=species:S:1:pos:R:3:nbo_charge:R:1
C 0.01 1.63 1.00 0.0108
C 1.03 1.09 1.77 -0.2537
C -1.09 -0.40 -0.24 -0.4976
C -0.80 0.31 1.07 -0.2872
C 0.41 -0.14 1.80 -0.0481
C 0.23 -0.21 -0.94 -0.1006
N 0.41 -0.72 -2.34 -0.7081
H -0.29 2.60 0.78 0.2204
H 2.03 1.39 2.01 0.2442
H -1.36 -1.48 -0.02 0.2167
H -1.99 -0.19 -0.74 0.2396
H -1.67 0.47 1.76 0.2474
H 0.70 -0.97 2.45 0.2317
H 0.95 -0.77 -0.42 0.1649
H 0.11 -0.03 -2.96 0.4379
H -0.10 -1.64 -2.42 0.4339
H 1.42 -0.95 -2.56 0.4477
```

As for the HOMO-LUMO gap (spin up / spin down): 0.237 / 0.330 Eh. Its energy above the lowest of the compared OMol25 structures with the same formula, charge and spin is 4.406 eV. As for the net charge: +1. The spin multiplicity is 1.

***

Record 5
Below is a molecular structure, C32H34BBrN14OPb in a non-equilibrium geometry, with properties calculated with the ωB97M-V functional and the def2-TZVPD basis.

Geometry as XYZ:
```
84
Properties=species:S:1:pos:R:3:mulliken_spin:R:1
Pb -0.09 -0.04 0.40 0.2438
C -1.53 -3.50 3.02 0.0026
C -1.26 -2.89 1.80 0.0041
N -0.62 -1.75 1.99 0.0811
N -0.46 -1.59 3.32 -0.0170
C -1.01 -2.63 3.96 0.0042
B 0.21 -0.31 3.83 0.0070
N -0.71 0.89 3.45 0.0021
C -1.41 1.68 4.29 0.0067
C -2.03 2.66 3.54 0.0016
C -1.67 2.38 2.23 -0.0023
N -0.89 1.31 2.19 0.0791
N 1.59 -0.13 3.15 -0.0008
C 2.81 -0.16 3.72 0.0043
C 3.76 0.12 2.76 0.0019
C 3.03 0.29 1.59 -0.0055
N 1.74 0.13 1.83 0.0837
N 0.41 -0.29 5.33 0.0014
C 0.94 0.72 6.05 -0.0004
C 0.88 0.38 7.39 0.0000
C 0.29 -0.90 7.40 -0.0001
N 0.06 -1.27 6.17 0.0001
H -2.04 -4.42 3.19 -0.0003
H -1.47 -3.24 0.81 -0.0025
H -0.99 -2.69 5.04 0.0011
H -1.46 1.51 5.34 0.0011
H -2.65 3.46 3.90 0.0004
H -1.91 2.92 1.34 0.0022
H 2.95 -0.38 4.76 0.0010
H 4.82 0.19 2.88 0.0001
H 3.37 0.52 0.60 0.0020
H 1.31 1.61 5.57 0.0003
H 1.25 0.93 8.23 0.0000
H 0.06 -1.53 8.24 0.0000
Br -4.63 1.10 -11.18 0.0003
C -3.48 1.76 -9.85 0.0007
C -3.14 3.12 -9.82 -0.0002
C -2.30 3.59 -8.85 0.0002
C -1.77 2.71 -7.87 0.0005
C -2.16 1.34 -7.89 0.0001
C -2.99 0.88 -8.86 -0.0001
N -0.95 3.20 -6.95 -0.0012
N -0.19 2.74 -6.14 -0.0019
C 0.29 2.52 -4.99 0.0001
C 1.68 2.18 -4.81 -0.0011
C 2.15 1.70 -3.64 0.0097
C 1.30 1.45 -2.49 -0.0041
O 1.70 0.86 -1.50 0.0352
C -0.10 1.94 -2.61 -0.0015
N -0.88 1.84 -1.54 0.0356
C -2.10 2.35 -1.55 -0.0013
C -2.63 3.00 -2.67 0.0068
C -1.86 3.05 -3.81 -0.0008
C -0.58 2.51 -3.80 0.0004
H -3.54 3.78 -10.57 0.0000
H -2.02 4.63 -8.82 0.0000
H -1.79 0.69 -7.11 0.0000
H -3.30 -0.16 -8.89 0.0000
H 2.34 2.33 -5.65 0.0000
H 3.20 1.47 -3.52 -0.0005
H -2.67 2.23 -0.65 0.0010
H -3.61 3.44 -2.63 0.0007
H -2.25 3.53 -4.70 0.0001
C 0.78 -3.71 -3.44 -0.0026
N -0.64 -3.60 -3.20 0.0956
C -1.46 -3.96 -4.33 -0.0047
C -1.13 -2.75 -2.21 -0.0214
N -0.47 -1.73 -1.78 0.3248
N -2.36 -3.04 -1.72 0.0057
C -2.93 -4.37 -1.72 0.0009
C -3.14 -2.02 -1.07 -0.0105
H 0.98 -4.66 -3.93 0.0008
H 1.32 -3.68 -2.49 0.0006
H 1.14 -2.91 -4.09 0.0016
H -1.04 -3.53 -5.25 0.0031
H -2.48 -3.60 -4.22 0.0006
H -1.48 -5.05 -4.47 0.0063
H 0.40 -1.55 -2.26 0.0052
H -2.17 -5.12 -1.95 0.0003
H -3.75 -4.45 -2.44 0.0005
H -3.34 -4.58 -0.74 0.0007
H -3.53 -2.40 -0.13 0.0007
H -3.97 -1.73 -1.70 0.0003
H -2.51 -1.16 -0.88 0.0099
```

As for the HOMO-LUMO gap (spin up / spin down): 0.176 / 0.122 Eh. The expectation value of S² is 0.761. Its energy above the lowest of the compared OMol25 structures with the same formula, charge and spin is 0.541 eV. As for the net charge: +3. The spin multiplicity is 2.

***

Record 6
Below is C3H3NO2 in the gas phase in a non-equilibrium geometry, with properties calculated with the ωB97M-V functional and the def2-TZVPD basis.

Geometry as XYZ:
```
9
Properties=species:S:1:pos:R:3:nbo_charge:R:1
C 0.02 0.05 -0.04 0.6767
C 1.89 0.16 -0.09 0.9182
C -1.44 -0.03 0.05 -0.7021
N 0.90 1.02 -0.15 -0.6348
O 3.00 -0.08 0.03 -0.4463
O 0.78 -1.05 -0.10 -0.5879
H -1.81 0.07 -0.98 0.2695
H -1.84 0.78 0.71 0.2533
H -1.50 -0.93 0.57 0.2533
```

As for the HOMO-LUMO gap: 0.405 Eh. Its energy above the lowest of the compared OMol25 structures with the same formula, charge and spin is 1.890 eV. As for the net charge: 0. The spin multiplicity is 1.